Entry 1:
Below is a 2-piece molecular cluster, C3H5NO2 overall at a distorted geometry, with properties calculated with the ωB97M-V functional and the def2-TZVPD basis.

Output
- DFT total energy: -8773.45165 eV
- Total charge: 0
- 2S+1: 1
- Energy relative to the best compared isomer or geometry (same formula, charge and spin): 97.8 kcal/mol
- Molecular weight: 87.08 g mol⁻¹

Each line ends with the Mulliken charge.
Positions of all 11 atoms, in Å:
O -1.156 -1.090 1.409  -0.59
C -0.527 -1.031 0.129  -0.05
C 0.720 -0.160 0.126  -0.26
O 0.989 0.207 1.341  -0.29
C 0.736 2.304 -1.928  0.24
N 1.122 2.520 -2.995  -0.36
H -1.155 -1.996 1.739  0.32
H -0.220 -2.022 -0.232  0.31
H -1.226 -0.625 -0.613  0.18
H 0.414 2.053 -0.937  0.14
H 0.302 -0.159 1.961  0.35

Entry 2:
Below is one molecule with the formula C6H15NO4S at a distorted geometry, with properties calculated with the ωB97M-V functional and the def2-TZVPD basis.

Output
- DFT total energy: -26980.05708 eV
- SMILES: COCC(C)(C)COS(N)(=O)=O
- Total charge: 0
- 2S+1: 1
- Energy relative to the best compared isomer or geometry (same formula, charge and spin): 0.0 kcal/mol
- Molecular weight: 197.26 g mol⁻¹

Each line ends with the Mulliken charge.
Positions of all 27 atoms, in Å:
C 0.755 2.405 -0.414  -0.75
H 0.728 2.040 -1.444  0.25
O 0.041 1.564 0.464  -0.34
C 0.709 0.415 0.937  -1.33
C 0.828 -0.784 -0.034  2.36
C 2.024 -0.637 -0.981  -1.87
H 1.903 0.203 -1.658  0.38
H 2.938 -0.495 -0.410  0.41
H 2.136 -1.537 -1.581  0.46
C 1.014 -2.047 0.813  -1.98
H 1.208 -2.904 0.173  0.44
H 0.113 -2.244 1.386  0.43
H 1.852 -1.929 1.496  0.44
C -0.450 -0.927 -0.876  -0.98
H -0.346 -1.788 -1.546  0.43
H -0.632 -0.031 -1.475  0.42
O -1.599 -1.155 -0.081  -0.32
S -2.776 -0.093 -0.135  1.23
O -4.003 -0.798 -0.009  -0.65
O -2.588 0.771 -1.260  -0.62
N -2.538 0.727 1.286  -0.50
H -3.398 1.157 1.581  0.32
H -1.801 1.406 1.154  0.27
H 1.715 0.690 1.289  0.49
H 0.112 0.099 1.796  0.42
H 0.258 3.374 -0.377  0.27
H 1.796 2.518 -0.093  0.31

Entry 3:
Below is a 3-piece molecular cluster, C19H44BBr2O11P2 overall at a distorted geometry, with properties calculated with the ωB97M-V functional and the def2-TZVPD basis.

Output
- DFT total energy: -202282.94891 eV
- Total charge: -1
- 2S+1: 1
- Energy relative to the best compared isomer or geometry (same formula, charge and spin): 44.3 kcal/mol
- Molecular weight: 681.12 g mol⁻¹

Each line ends with the Mulliken charge.
Positions of all 79 atoms, in Å:
C -0.291 1.243 -1.102  -1.14
C -1.178 0.054 -1.528  0.14
C -2.060 0.292 -2.779  -0.66
Br -0.863 0.651 -4.328  -0.23
C -3.216 1.323 -2.667  0.14
C -3.708 1.513 -1.229  -1.02
C -4.650 0.390 -0.689  0.28
C -4.713 -0.881 -1.531  -1.47
Br -4.044 -0.057 1.163  -0.28
O -2.609 2.644 -3.016  -0.19
B -3.400 3.406 -3.807  0.58
O -4.353 2.964 -4.704  -0.48
O -3.197 4.794 -3.730  -0.65
H 0.033 1.836 -1.960  0.30
H 0.615 0.827 -0.636  0.34
H -0.788 1.862 -0.348  0.19
H -1.820 -0.302 -0.711  0.00
H -0.513 -0.797 -1.759  0.13
H -2.517 -0.675 -3.025  0.62
H -4.305 2.436 -1.231  0.31
H -2.912 1.713 -0.478  -0.03
H -5.661 0.795 -0.598  0.53
H -4.814 -0.690 -2.601  0.37
H -5.548 -1.529 -1.223  0.42
H -3.805 -1.465 -1.326  0.28
H -4.867 3.745 -4.955  0.28
H -2.455 4.951 -3.132  0.27
O 1.228 1.580 4.836  -0.79
P -0.085 2.277 5.007  1.03
O -0.890 1.938 3.637  -0.20
C -1.404 0.614 3.442  0.57
C -2.627 0.358 4.306  -1.31
O 0.372 3.825 4.678  -0.36
C 1.737 4.218 4.782  -0.35
C 2.421 4.173 3.429  -1.20
O -1.447 2.865 5.766  -0.31
C -1.395 3.045 7.195  -0.36
C -0.483 4.187 7.608  -0.98
H -0.621 -0.124 3.642  0.24
H -1.677 0.530 2.392  -0.42
H -2.361 0.337 5.368  0.39
H -3.084 -0.600 4.054  0.44
H -3.366 1.148 4.173  0.29
H 2.266 3.605 5.513  0.38
H 1.748 5.243 5.163  0.37
H 2.226 3.235 2.910  0.30
H 3.500 4.296 3.536  0.35
H 2.045 4.972 2.787  0.30
H -1.082 2.111 7.668  0.31
H -2.415 3.254 7.517  0.35
H 0.566 3.935 7.440  0.24
H -0.606 4.407 8.670  0.42
H -0.700 5.086 7.031  0.24
O 3.471 -2.069 -3.237  -0.78
P 3.113 -3.520 -3.263  1.11
O 1.492 -3.525 -3.131  -0.28
C 0.699 -3.117 -4.253  -0.14
C 0.677 -4.175 -5.343  -1.17
O 3.508 -3.937 -1.719  -0.32
C 4.415 -3.138 -0.962  -0.35
C 3.669 -2.169 -0.066  -1.07
O 3.171 -5.131 -3.689  -0.29
C 4.401 -5.631 -4.249  -0.37
C 5.523 -5.699 -3.229  -0.98
H 1.065 -2.163 -4.643  0.30
H -0.311 -2.954 -3.882  0.25
H 1.662 -4.287 -5.804  0.24
H -0.034 -3.904 -6.125  0.42
H 0.399 -5.147 -4.932  0.28
H 5.114 -2.614 -1.615  0.38
H 5.009 -3.822 -0.348  0.38
H 2.891 -1.633 -0.610  0.19
H 4.354 -1.440 0.373  0.35
H 3.172 -2.706 0.745  0.30
H 4.691 -5.011 -5.102  0.32
H 4.185 -6.631 -4.625  0.34
H 5.868 -4.700 -2.954  0.24
H 6.377 -6.243 -3.638  0.42
H 5.191 -6.194 -2.317  0.24

Entry 4:
Below is C61H41BiBrCl2N7O5S as an isolated structure at a distorted geometry, with properties calculated with the ωB97M-V functional and the def2-TZVPD basis.

Output
- DFT total energy: -196354.65259 eV
- Total charge: -2
- 2S+1: 1
- Energy relative to the best compared isomer or geometry (same formula, charge and spin): 0.0 kcal/mol
- Molecular weight: 1343.90 g mol⁻¹

Each line ends with the Mulliken charge.
Positions of all 119 atoms, in Å:
Bi 17.611 11.215 14.820  2.15
C 25.130 11.446 14.430  -0.40
C 24.198 10.400 14.495  -0.88
C 22.820 10.680 14.424  0.93
C 22.364 11.958 14.405  -1.53
C 23.288 13.011 14.323  -0.17
C 24.666 12.775 14.302  -0.69
C 20.914 12.248 14.529  1.18
C 20.380 12.247 15.825  0.58
C 21.098 12.097 17.099  -1.64
C 20.211 12.021 18.089  -1.13
C 18.896 12.153 17.489  0.46
N 19.018 12.326 16.108  -0.21
C 17.713 12.188 18.240  1.26
C 16.390 12.247 17.653  0.38
C 15.205 12.240 18.417  -1.08
C 14.135 12.383 17.581  -1.25
C 14.673 12.380 16.300  0.02
C 13.981 12.496 15.024  1.85
C 12.487 12.559 15.184  -0.42
C 11.781 11.458 15.627  0.00
C 10.422 11.634 15.844  -0.91
C 9.773 12.790 15.701  -0.49
C 10.489 13.928 15.288  -1.00
C 11.806 13.743 14.967  -0.28
C 14.503 12.693 13.782  0.00
N 15.831 12.560 13.435  0.38
C 15.835 12.771 12.143  0.03
C 17.060 12.836 11.238  2.51
C 17.043 14.321 10.756  -0.08
C 16.707 14.617 9.445  -0.17
C 16.748 15.907 8.953  -0.78
C 16.974 16.971 9.814  -0.50
C 17.291 16.619 11.129  -0.87
C 17.398 15.309 11.629  -0.01
C 18.436 12.743 11.886  -1.27
C 19.562 13.063 11.245  -1.17
C 20.695 12.824 12.074  -1.27
C 20.158 12.451 13.327  0.21
N 18.770 12.412 13.190  0.86
C 14.540 13.171 11.608  -1.38
C 13.695 13.090 12.606  -1.71
N 16.072 12.321 16.351  -0.25
C 17.803 11.803 19.707  -0.74
C 18.257 12.654 20.748  -0.03
C 18.210 12.305 22.115  -0.72
C 17.676 11.107 22.457  -0.40
C 17.279 10.197 21.438  -0.93
C 17.265 10.596 20.140  0.35
H 26.201 11.303 14.508  0.38
H 24.528 9.350 14.544  0.33
H 22.074 9.942 14.514  0.37
H 22.944 14.023 14.108  0.43
H 25.417 13.594 14.213  0.31
H 22.190 12.093 17.136  0.50
H 20.387 11.831 19.150  0.40
H 15.143 12.289 19.504  0.45
H 13.067 12.461 17.804  0.50
H 12.196 10.497 15.864  0.63
H 9.852 10.839 16.326  0.35
H 8.729 12.876 15.937  0.39
H 10.081 14.867 15.049  0.45
H 12.293 14.622 14.559  0.44
H 16.434 13.826 8.725  0.28
H 16.475 16.088 7.928  0.40
H 16.818 18.021 9.587  0.36
H 17.561 17.474 11.782  0.29
H 17.750 15.006 12.622  0.39
H 19.680 13.417 10.188  0.40
H 21.689 13.040 11.826  0.80
H 14.327 13.355 10.581  0.62
H 12.646 13.404 12.399  0.27
H 18.584 13.631 20.475  0.44
H 18.546 13.067 22.800  0.37
H 17.623 10.893 23.514  0.35
H 16.975 9.227 21.809  0.42
H 16.839 9.991 19.336  0.20
Cl 20.640 7.561 18.075  -0.30
C 20.773 7.698 16.328  0.54
C 21.869 7.019 15.691  -0.33
C 22.031 6.986 14.359  0.22
Cl 23.430 6.182 13.637  -0.31
C 21.073 7.689 13.557  0.79
C 21.211 7.861 12.112  -0.80
C 20.429 8.664 11.425  -1.41
C 19.342 9.302 12.070  -0.40
N 19.174 9.264 13.385  0.52
C 20.077 8.499 14.100  -1.01
C 19.845 8.474 15.555  -0.48
O 18.963 9.230 16.041  0.11
H 22.613 6.588 16.333  0.44
H 22.101 7.297 11.703  0.23
H 20.519 8.785 10.316  0.41
H 18.522 9.893 11.591  0.55
C 16.167 8.095 17.679  0.39
C 16.985 7.108 16.837  0.91
C 16.807 5.673 17.104  0.10
N 16.711 4.565 17.411  -0.63
H 16.851 8.956 17.816  -0.74
H 15.896 7.635 18.613  0.57
H 15.260 8.363 17.123  -0.17
H 18.051 7.238 17.069  -0.63
H 16.850 7.247 15.809  0.18
Br 10.249 8.895 12.574  -0.18
C 11.966 8.598 13.265  0.10
C 13.087 9.329 12.890  -0.28
C 14.254 9.109 13.640  0.07
N 14.366 8.266 14.646  -0.03
C 13.299 7.504 14.892  -0.56
C 12.110 7.612 14.230  -0.94
H 12.985 10.253 12.388  0.51
H 15.163 9.751 13.406  0.29
H 13.516 6.832 15.680  0.50
H 11.330 6.947 14.345  0.55
O 16.121 9.961 11.111  -0.43
S 16.123 10.585 9.809  1.36
O 14.814 10.938 9.331  -0.74
O 16.960 12.029 10.115  -0.52
O 16.955 9.938 8.811  -0.80